1.
Entry from OMol25: C15H19N5O4S as an isolated structure (ωB97M-V/def2-TZVPD).

Calculated values
Energy ... -42324.70757 eV
Maximum force ... 17.2 eV Å⁻¹
Lowest unoccupied orbital energy ... 0.30 eV
Kohn-Sham gap ... 8.236 eV

XYZ file:
```
44
Properties=species:S:1:pos:R:3:nbo_charge:R:1
C -0.920 0.024 2.082 -0.23
H -1.587 0.785 2.114 0.17
O -1.242 -0.946 1.149 -0.56
C -2.369 -1.866 1.703 -0.08
C -3.805 -1.428 1.368 -0.46
H -4.584 -1.816 2.257 0.25
H -3.901 -0.309 1.908 0.21
C -4.353 -1.450 -0.033 -0.26
N -3.396 -1.076 -0.975 -0.30
C -2.757 0.061 -1.163 0.33
N -1.926 0.129 -2.059 -0.40
N -1.960 -1.274 -2.442 -0.05
N -2.687 -2.173 -1.762 0.01
S -3.278 1.678 -0.395 0.23
C -2.161 2.733 -1.374 -0.56
H -2.667 3.701 -0.975 0.28
H -2.076 2.328 -2.250 0.24
C -0.813 2.662 -0.493 0.67
O -0.377 3.627 0.219 -0.65
N -0.026 1.768 -0.930 -0.59
C 1.238 1.342 -0.714 0.10
C 1.683 0.260 -0.988 -0.22
C 3.059 -0.156 -0.722 0.23
C 3.771 0.546 0.278 0.22
C 3.299 1.833 0.392 -0.20
C 2.120 2.113 0.273 -0.19
H 1.643 2.812 0.699 0.23
H 3.940 2.393 1.292 0.20
O 5.031 0.097 0.574 -0.51
C 5.698 -0.890 -0.309 -0.10
C 4.658 -1.854 -0.677 -0.08
H 4.312 -2.421 0.211 0.17
O 3.550 -1.413 -1.280 -0.49
H 5.038 -2.875 -1.286 0.19
H 5.916 -0.471 -1.340 0.18
H 6.595 -1.027 0.163 0.22
H 1.253 -0.434 -1.999 0.21
H -0.430 1.085 -1.438 0.42
H -4.556 -2.485 -0.069 0.24
H -5.356 -0.758 0.009 0.23
H -2.267 -2.879 1.385 0.19
H -2.382 -1.909 3.042 0.18
H -0.201 0.419 1.538 0.19
H -0.729 -0.484 3.015 0.17
```


2.
Entry from OMol25: an isolated molecule of C15H19N5O4S2 (ωB97M-V/def2-TZVPD).

Calculated values
Energy ... -53175.36908 eV
Maximum force ... 1.7 eV Å⁻¹
SMILES ... CCOC(=O)Cc1nnc(NC(=O)[C@@H](CC)Sc2nc(C)cc(=O)[nH]2)s1
Lowest unoccupied orbital energy ... 0.24 eV
Kohn-Sham gap ... 8.852 eV

XYZ file:
```
45
Properties=species:S:1:pos:R:3:nbo_charge:R:1
C 5.213 1.498 -0.481 -0.65
C 5.224 0.101 -1.080 -0.08
O 4.629 -0.853 -0.185 -0.49
C 3.335 -1.081 -0.295 0.83
O 2.601 -0.572 -1.102 -0.63
C 2.885 -2.121 0.735 -0.56
C 1.419 -2.040 0.911 0.08
N 0.569 -2.833 0.373 -0.24
N -0.695 -2.496 0.555 -0.29
C -0.856 -1.411 1.227 0.24
N -2.047 -0.792 1.466 -0.66
C -3.010 -0.406 0.542 0.75
O -3.983 0.185 0.932 -0.60
C -2.856 -0.916 -0.881 -0.43
C -3.996 -0.421 -1.769 -0.40
C -5.297 -1.164 -1.488 -0.61
S -1.234 -0.517 -1.659 0.31
C -0.782 0.933 -0.802 0.33
N -1.678 1.513 -0.074 -0.58
C -1.317 2.607 0.648 0.27
C -2.420 3.222 1.443 -0.66
C -0.041 3.081 0.630 -0.40
C 0.978 2.439 -0.156 0.64
O 2.156 2.728 -0.213 -0.63
N 0.493 1.350 -0.903 -0.61
S 0.675 -0.701 1.778 0.32
H 5.746 2.175 -1.143 0.22
H 5.706 1.494 0.488 0.21
H 4.195 1.862 -0.361 0.26
H 6.245 -0.259 -1.230 0.19
H 4.679 0.083 -2.028 0.20
H 3.145 -3.109 0.352 0.27
H 3.420 -1.942 1.668 0.25
H -2.145 -0.318 2.356 0.42
H -2.837 -2.011 -0.843 0.27
H -4.133 0.647 -1.589 0.23
H -3.712 -0.564 -2.813 0.21
H -5.171 -2.232 -1.652 0.20
H -6.078 -0.802 -2.151 0.21
H -5.612 -1.000 -0.462 0.23
H -3.215 2.495 1.583 0.25
H -2.830 4.070 0.896 0.24
H -2.055 3.581 2.402 0.22
H 0.254 3.933 1.220 0.23
H 1.183 0.796 -1.409 0.46
```


Q: Which formula does entry 1 have?
A: C15H19N5O4S


Q: Look up the Kohn-Sham gap of the second one.
A: 8.852 eV


What did the second record say?
Entry from OMol25: an isolated molecule of C15H19N5O4S2 (ωB97M-V/def2-TZVPD).

Calculated values
Energy ... -53175.36908 eV
Maximum force ... 1.7 eV Å⁻¹
SMILES ... CCOC(=O)Cc1nnc(NC(=O)[C@@H](CC)Sc2nc(C)cc(=O)[nH]2)s1
Lowest unoccupied orbital energy ... 0.24 eV
Kohn-Sham gap ... 8.852 eV

XYZ file:
```
45
Properties=species:S:1:pos:R:3:nbo_charge:R:1
C 5.213 1.498 -0.481 -0.65
C 5.224 0.101 -1.080 -0.08
O 4.629 -0.853 -0.185 -0.49
C 3.335 -1.081 -0.295 0.83
O 2.601 -0.572 -1.102 -0.63
C 2.885 -2.121 0.735 -0.56
C 1.419 -2.040 0.911 0.08
N 0.569 -2.833 0.373 -0.24
N -0.695 -2.496 0.555 -0.29
C -0.856 -1.411 1.227 0.24
N -2.047 -0.792 1.466 -0.66
C -3.010 -0.406 0.542 0.75
O -3.983 0.185 0.932 -0.60
C -2.856 -0.916 -0.881 -0.43
C -3.996 -0.421 -1.769 -0.40
C -5.297 -1.164 -1.488 -0.61
S -1.234 -0.517 -1.659 0.31
C -0.782 0.933 -0.802 0.33
N -1.678 1.513 -0.074 -0.58
C -1.317 2.607 0.648 0.27
C -2.420 3.222 1.443 -0.66
C -0.041 3.081 0.630 -0.40
C 0.978 2.439 -0.156 0.64
O 2.156 2.728 -0.213 -0.63
N 0.493 1.350 -0.903 -0.61
S 0.675 -0.701 1.778 0.32
H 5.746 2.175 -1.143 0.22
H 5.706 1.494 0.488 0.21
H 4.195 1.862 -0.361 0.26
H 6.245 -0.259 -1.230 0.19
H 4.679 0.083 -2.028 0.20
H 3.145 -3.109 0.352 0.27
H 3.420 -1.942 1.668 0.25
H -2.145 -0.318 2.356 0.42
H -2.837 -2.011 -0.843 0.27
H -4.133 0.647 -1.589 0.23
H -3.712 -0.564 -2.813 0.21
H -5.171 -2.232 -1.652 0.20
H -6.078 -0.802 -2.151 0.21
H -5.612 -1.000 -0.462 0.23
H -3.215 2.495 1.583 0.25
H -2.830 4.070 0.896 0.24
H -2.055 3.581 2.402 0.22
H 0.254 3.933 1.220 0.23
H 1.183 0.796 -1.409 0.46
```